(1)
Entry from the Open Molecules 2025 dataset: the molecule C3ClF3 in a non-equilibrium geometry (ωB97M-V/def2-TZVPD).

Computed properties:
- maximum force (eV/Å) = 2.65
- relative energy (zero: lowest compared OMol25 entry of this formula, charge and spin) (kcal/mol) = 115.7
- HOMO-LUMO gap (eV) = 7.902
- LUMO level (hartree) = -0.0540

Last column: natural (NBO) charge in e.
Cartesian coordinates (Å):
C -1.2037 -0.7179 0.5312  0.46
C 0.9366 1.0334 -1.1932  -0.01
C 0.3235 -0.0843 -0.1540  0.38
F -1.3632 -0.1699 1.7383  -0.32
F 0.5712 -1.1840 -0.9119  -0.33
F 1.0396 -0.0594 0.9900  -0.33
Cl -0.2167 1.7620 -2.0816  0.14

(2)
Entry from the Open Molecules 2025 dataset: a cluster of 2 separate species, C5H8ClO2S in total (ωB97M-V/def2-TZVPD).

Computed properties:
- maximum force (eV/Å) = 0.74
- relative energy (zero: lowest compared OMol25 entry of this formula, charge and spin) (kcal/mol) = 9.9
- HOMO-LUMO gap (eV) = 5.658
- total charge = -1
- LUMO level (hartree) = 0.1035

Last column: natural (NBO) charge in e.
Cartesian coordinates (Å):
C -3.0181 0.8920 0.0833  0.63
C 1.3829 -1.1186 0.6034  -0.70
C 0.5149 0.6211 -1.0130  -0.71
C -2.4594 -0.2338 0.6215  -0.62
C 1.6825 -0.0306 -0.3676  0.03
O -2.7416 2.0318 0.8800  -0.77
O -3.6663 1.0594 -0.9568  -0.77
S 3.2252 0.4225 -0.6968  -0.08
Cl -2.6685 -1.7745 -0.1317  -0.11
H 0.7911 -1.8989 0.1232  0.24
H 0.7782 -0.7250 1.4227  0.24
H 2.2987 -1.5479 1.0047  0.22
H 0.8288 1.3319 -1.7733  0.22
H -0.0867 1.1420 -0.2621  0.27
H -0.1449 -0.1257 -1.4573  0.25
H -1.9620 -0.2608 1.5711  0.19
H -3.1206 2.7739 0.3896  0.47

(3)
Entry from the Open Molecules 2025 dataset: a cluster of 2 separate species, C3H3ClIN3 in total in a non-equilibrium geometry (ωB97M-V/def2-TZVPD).

Computed properties:
- maximum force (eV/Å) = 3.72
- relative energy (zero: lowest compared OMol25 entry of this formula, charge and spin) (kcal/mol) = 124.4
- HOMO-LUMO gap (spin up / spin down) (eV) = 4.324 / 3.603
- LUMO level (spin up / spin down) (hartree) = -0.1627 / -0.1638

Last column: natural (NBO) charge in e.
Cartesian coordinates (Å):
C 1.2024 1.5385 0.2561  0.01
C 0.2173 0.7799 0.9651  0.17
C -1.5008 -0.8942 0.2337  -0.43
N 1.0308 1.1926 -1.0022  -0.26
N 0.0951 0.2681 -1.1412  0.04
N -0.3843 0.0850 0.0432  -0.24
Cl 2.3379 2.6105 0.8114  0.17
I 2.1601 -2.4102 -0.6876  -0.19
H -1.3495 -1.5936 -0.6888  0.25
H -1.3641 -1.1825 1.3237  0.25
H -2.4449 -0.3942 -0.1134  0.23

(4)
Entry from the Open Molecules 2025 dataset: a cluster of 2 separate species, C4H12N3 in total in a non-equilibrium geometry (ωB97M-V/def2-TZVPD).

Computed properties:
- maximum force (eV/Å) = 4.27
- relative energy (zero: lowest compared OMol25 entry of this formula, charge and spin) (kcal/mol) = 119.9
- HOMO-LUMO gap (eV) = 9.257
- total charge = +1
- LUMO level (hartree) = -0.1353

Last column: natural (NBO) charge in e.
Cartesian coordinates (Å):
C -0.1487 -0.9489 -1.2556  -0.33
C 1.0896 -0.6716 -1.0056  -0.30
C -1.6648 1.4392 0.2382  0.30
C 2.2252 -1.6705 -0.8224  -0.65
N -0.4851 0.9279 0.1046  -0.37
N -2.4103 1.8123 1.3045  -0.80
N 0.2354 0.3918 1.1800  -0.54
H -0.8721 -0.1702 -1.6743  0.22
H -0.4678 -1.9405 -1.1405  0.20
H 1.4310 0.3156 -1.2061  0.21
H -1.8997 1.7599 -0.7350  0.23
H 1.6316 -2.7007 -0.8460  0.22
H 2.8147 -1.3993 0.0151  0.21
H 2.8770 -1.7854 -1.7623  0.26
H -3.3336 2.2227 0.9674  0.45
H -2.1696 1.6234 2.2611  0.42
H 0.5942 1.1351 1.7906  0.42
H 0.9746 -0.1914 0.8105  0.46
H -0.4218 -0.1494 1.7758  0.42

Repeat the third record exactly.
Entry from the Open Molecules 2025 dataset: a cluster of 2 separate species, C3H3ClIN3 in total in a non-equilibrium geometry (ωB97M-V/def2-TZVPD).

Computed properties:
- maximum force (eV/Å) = 3.72
- relative energy (zero: lowest compared OMol25 entry of this formula, charge and spin) (kcal/mol) = 124.4
- HOMO-LUMO gap (spin up / spin down) (eV) = 4.324 / 3.603
- LUMO level (spin up / spin down) (hartree) = -0.1627 / -0.1638

Last column: natural (NBO) charge in e.
Cartesian coordinates (Å):
C 1.2024 1.5385 0.2561  0.01
C 0.2173 0.7799 0.9651  0.17
C -1.5008 -0.8942 0.2337  -0.43
N 1.0308 1.1926 -1.0022  -0.26
N 0.0951 0.2681 -1.1412  0.04
N -0.3843 0.0850 0.0432  -0.24
Cl 2.3379 2.6105 0.8114  0.17
I 2.1601 -2.4102 -0.6876  -0.19
H -1.3495 -1.5936 -0.6888  0.25
H -1.3641 -1.1825 1.3237  0.25
H -2.4449 -0.3942 -0.1134  0.23